[1]
Below is the molecule C22H22O4, with properties calculated with wB97M-V/def2-TZVPD.

CARTESIAN COORDINATES (ANGSTROEM)
C -4.894 1.291 -2.878
O -3.656 1.373 -3.545
C -2.594 0.700 -3.045
C -2.610 -0.074 -1.886
C -1.464 -0.719 -1.463
C -0.274 -0.613 -2.180
C 0.989 -1.280 -1.792
O 1.927 -1.353 -2.555
C 1.072 -1.829 -0.379
C 0.947 -0.691 0.659
C 0.002 -1.047 1.781
C -1.050 -0.202 2.108
C -1.912 -0.516 3.144
C -1.730 -1.681 3.868
C -0.685 -2.531 3.548
C 0.175 -2.217 2.511
C 2.330 -0.344 1.263
C 2.200 0.847 2.198
O 2.248 0.724 3.393
C 2.034 2.179 1.506
C 3.145 2.389 0.477
C 3.176 1.247 -0.539
C 3.369 -0.058 0.189
O 4.291 -0.804 -0.002
C -0.271 0.159 -3.348
C -1.403 0.809 -3.773
H -5.259 0.261 -2.836
H -5.584 1.894 -3.466
H -4.831 1.699 -1.864
H -3.513 -0.185 -1.307
H -1.517 -1.316 -0.565
H 2.027 -2.346 -0.275
H 0.273 -2.558 -0.235
H 0.554 0.198 0.154
H -1.200 0.710 1.545
H -2.724 0.153 3.387
H -2.399 -1.925 4.679
H -0.536 -3.441 4.110
H 0.986 -2.886 2.268
H 2.673 -1.203 1.851
H 2.050 2.968 2.260
H 1.062 2.203 1.007
H 2.989 3.337 -0.040
H 4.108 2.441 0.991
H 3.995 1.379 -1.247
H 2.239 1.217 -1.099
H 0.650 0.233 -3.907
H -1.405 1.408 -4.669

The energy relative to the best compared isomer or geometry (same formula, charge and spin) comes out at 1.16 kJ/mol. Its net charge is 0. The strongest force on any atom is 0.5 eV Å⁻¹.

These are the Löwdin partial charges, in e, on atoms 1 to 4: -0.082, -0.073, -0.269, -0.004

[2]
Below is a structure of composition C22H23BCrF10N9O3S2, with properties calculated with wB97M-V/def2-TZVPD.

CARTESIAN COORDINATES (ANGSTROEM)
Cr -0.178 0.671 -0.254
S -0.535 -0.592 -2.196
C 0.896 -1.337 -2.903
S 2.491 -1.015 -2.431
C 0.583 -2.224 -3.953
C -0.761 -2.492 -4.391
N -1.819 -2.750 -4.775
C 1.609 -2.918 -4.680
N 2.378 -3.506 -5.310
O 2.885 1.894 0.844
C 2.662 1.885 -0.344
C 3.736 2.162 -1.382
C 2.958 2.448 -2.650
C 1.525 2.095 -2.299
O 0.616 2.235 -3.087
N 1.432 1.649 -0.978
H 4.332 1.250 -1.459
H 4.380 2.970 -1.035
H 3.246 1.845 -3.509
H 2.984 3.500 -2.942
C 0.521 2.785 3.308
C -0.440 1.774 2.667
O -0.069 1.588 1.386
C -0.375 0.423 3.463
F -0.585 -0.632 2.678
F -1.274 0.355 4.465
F 0.831 0.258 4.033
C -1.869 2.374 2.751
F -1.896 3.557 2.100
F -2.271 2.655 4.006
F -2.790 1.600 2.194
H 1.533 2.432 3.127
H 0.349 2.908 4.380
H 0.394 3.741 2.807
F -1.938 -0.268 0.329
B -2.891 -1.289 0.782
F -2.236 -2.532 0.708
F -3.256 -0.997 2.085
F -3.969 -1.230 -0.090
C -0.478 -5.182 1.632
C 0.993 -5.036 2.009
C 1.140 -4.318 3.348
C 1.786 -4.353 0.897
N 1.603 -2.907 0.844
C 0.699 -2.185 0.207
N 0.946 -0.923 0.460
N 2.033 -0.885 1.277
N 2.436 -2.074 1.510
H -1.028 -5.698 2.423
H -0.600 -5.753 0.708
H -0.957 -4.211 1.487
H 1.437 -6.033 2.101
H 0.612 -3.361 3.338
H 2.185 -4.111 3.594
H 0.709 -4.928 4.145
H 1.494 -4.739 -0.079
H 2.855 -4.513 1.022
H -0.102 -2.559 -0.409
N -3.335 5.038 -3.316
C -2.731 4.074 -2.513
C -1.755 4.423 -1.583
C -1.155 3.433 -0.841
N -1.479 2.143 -0.963
C -2.464 1.817 -1.804
C -3.117 2.742 -2.587
H -2.772 5.861 -3.466
H -3.710 4.679 -4.180
H -1.440 5.453 -1.462
H -0.372 3.646 -0.127
H -2.728 0.769 -1.848
H -3.891 2.415 -3.270

The energy relative to the best compared isomer or geometry (same formula, charge and spin) comes out at 0.00 kJ/mol. Its multiplicity is 2. As for the expectation value of S²: 0.760. Its net charge is -2. The strongest force on any atom is 0.7 eV Å⁻¹.

These are the Löwdin partial charges, in e, on atoms 1 to 4: 0.624, 0.739, -1.082, 0.580

[3]
Below is a structure of composition C22H23BF3N9STi at a distorted geometry, with properties calculated with wB97M-V/def2-TZVPD.

CARTESIAN COORDINATES (ANGSTROEM)
Ti 1.063 -0.071 0.667
C 0.925 -2.378 3.224
C -0.294 -1.963 2.449
C -1.550 -2.717 2.453
C -2.381 -1.882 1.744
N -1.756 -0.757 1.244
N -0.431 -0.843 1.639
B -2.155 0.241 0.073
N -1.331 1.489 0.424
C -1.769 2.756 0.480
C -0.768 3.599 0.058
C 0.368 2.816 -0.202
C 1.621 3.221 -0.908
N 0.080 1.526 0.092
N -1.308 -0.328 -1.157
C -1.783 -0.711 -2.335
C -0.798 -1.240 -3.150
C 0.422 -1.141 -2.262
C 1.794 -1.564 -2.728
N 0.019 -0.750 -1.076
N -3.669 0.530 -0.173
C -4.082 1.391 -1.218
C -5.281 0.885 -1.699
C -5.538 -0.323 -0.978
C -6.680 -1.326 -1.183
N -4.542 -0.569 -0.123
H 0.657 -3.319 3.782
H 1.233 -1.645 3.995
H 1.849 -2.525 2.649
H -1.801 -3.654 2.968
H -3.440 -2.014 1.524
H -2.738 2.938 0.917
H -0.780 4.663 0.019
H 1.463 3.254 -2.018
H 2.398 2.472 -0.626
H 1.982 4.234 -0.568
H -2.826 -0.552 -2.588
H -0.792 -1.637 -4.194
H 1.711 -1.876 -3.779
H 2.090 -2.344 -1.989
H 2.454 -0.677 -2.782
H -3.427 2.093 -1.649
H -5.933 1.170 -2.493
H -7.375 -1.340 -0.349
H -6.245 -2.335 -1.312
H -7.291 -1.110 -2.087
F 5.919 -2.368 0.469
C 5.814 -1.061 0.039
F 7.151 -0.692 -0.097
F 5.305 -1.193 -1.247
C 5.066 -0.096 0.869
C 5.564 1.016 1.480
C 4.721 1.920 2.097
C 3.362 1.756 2.113
N 2.788 0.632 1.522
C 3.651 -0.338 1.019
S 2.813 -1.760 0.377
H 6.630 1.215 1.544
H 5.190 2.808 2.526
H 2.662 2.476 2.514

The energy relative to the best compared isomer or geometry (same formula, charge and spin) comes out at 0.00 kJ/mol. Its net charge is +2. The strongest force on any atom is 5.1 eV Å⁻¹.

These are the Löwdin partial charges, in e, on atoms 1 to 4: 1.131, -0.033, -0.228, 0.066